No. 1
C5H15NO2PS | the ωB97M-V functional and the def2-TZVPD basis

The geometry in XYZ format:
```
25
Properties=species:S:1:pos:R:3:forces:R:3:nbo_charge:R:1
O 1.915549 -2.182899 0.726306 0.34 -0.19 0.09 -0.4984
C 1.291551 -1.568688 -0.070266 -0.56 0.16 0.03 0.6370
O 1.611545 -0.269260 -0.414413 0.02 -0.22 -0.24 -0.6299
C 1.129606 0.770428 0.521355 0.08 -0.02 0.18 -0.0559
C -0.189920 1.362024 0.052885 -0.01 0.04 0.05 -0.4394
C -1.381733 0.814708 0.836998 0.01 0.00 -0.01 -0.4047
C -2.717119 1.207588 0.222984 -0.08 0.06 -0.02 -0.6989
P -4.246109 0.467488 1.028178 0.17 0.15 0.04 0.4650
S -3.658796 -1.439767 1.733776 -0.05 -0.18 0.10 -0.3059
H 0.435281 -1.970059 -0.630903 0.04 0.07 -0.01 0.1469
H 1.031994 0.293054 1.498021 0.06 0.04 0.02 0.2046
H 1.933964 1.498135 0.589520 0.01 0.00 -0.16 0.2050
H -0.315197 1.137146 -1.008900 0.07 0.10 -0.03 0.2187
H -0.134327 2.448701 0.149070 -0.08 -0.01 -0.05 0.2263
H -1.307807 -0.275256 0.891177 -0.03 -0.02 0.02 0.2034
H -1.322573 1.180490 1.866412 -0.03 -0.12 0.04 0.2150
H -2.859376 2.285692 0.343783 0.03 0.01 -0.10 0.2309
H -2.713817 1.006192 -0.850116 -0.01 -0.09 0.02 0.2173
H -4.854108 0.027568 -0.162602 -0.10 0.01 0.00 -0.0217
H -3.619550 -2.143095 0.593566 0.06 0.06 -0.09 0.1351
N 4.022854 -0.981157 -1.603175 0.07 0.01 0.02 -0.8793
H 4.044549 -2.000548 -1.541256 0.01 0.01 0.02 0.4530
H 3.141404 -0.622079 -1.161401 -0.05 0.16 0.10 0.4751
H 4.828167 -0.603718 -1.101378 0.00 -0.01 -0.01 0.4521
H 4.067630 -0.695006 -2.581749 0.01 -0.01 0.00 0.4487
```
Forces are in eV/Å.

HOMO ... -11.2 eV
Frontier orbital gap ... 7.4 eV
LUMO ... -0.1408 Ha
Energy above the lowest of the compared OMol25 structures with the same formula, charge and spin ... 30.86 kcal per mole
Calculated total energy ... -31130.3769 eV
Charge ... +1

---

No. 2
C5H15NO4 | the ωB97M-V functional and the def2-TZVPD basis

The geometry in XYZ format:
```
25
Properties=species:S:1:pos:R:3:forces:R:3:nbo_charge:R:1
C 0.212603 0.494991 2.379911 -1.96 -0.31 0.69 -0.2398
C -0.917128 0.091896 1.573608 5.26 2.18 -2.10 0.1618
N -0.569960 0.370097 0.302469 0.44 1.03 -0.73 -0.5305
C 0.643303 1.117114 0.229131 0.35 -0.41 -0.02 0.3943
C 1.119401 1.187744 1.638375 -1.37 -0.33 -1.69 -0.2115
C 1.434702 1.544071 -1.084554 -0.79 -0.28 0.33 -0.7296
H -0.006626 0.178697 3.388731 1.33 0.76 0.63 0.2619
H -1.698545 -0.453213 1.887637 -2.99 -1.66 0.65 0.2382
H -1.101245 0.062678 -0.504406 0.20 0.15 -0.48 0.4757
H 1.963486 1.775742 1.909942 0.56 -0.04 0.33 0.2687
H 1.128979 0.848986 -1.879987 0.09 -0.20 0.35 0.3099
H 1.206235 2.544226 -1.620120 0.15 -1.16 1.65 0.3027
H 2.540980 1.428985 -0.908871 -1.22 0.33 0.08 0.2679
H -0.231166 -1.626941 -2.244649 0.38 1.90 -0.05 0.5067
H -0.747566 -0.836687 -3.338734 -2.60 -0.11 -3.87 0.4712
O -0.224257 -0.664884 -2.632456 2.02 -1.51 4.19 -1.0080
H -1.908310 3.199979 -0.558611 -3.09 -3.20 -1.40 0.4709
H -0.414726 3.240651 0.046322 -1.89 0.40 -0.72 0.4643
O -1.235531 3.704063 -0.266238 4.90 2.95 2.13 -0.9238
H 0.486344 -3.606068 -1.586630 -1.91 1.33 0.42 0.4947
H -0.418891 -3.162404 -0.369612 0.09 0.26 -1.22 0.5146
O -0.313298 -3.016547 -1.355914 1.93 -1.86 0.51 -0.9906
H -0.261894 -3.476160 2.116491 -0.21 0.58 -0.90 0.5104
H -0.228713 -2.026884 1.552653 0.45 0.34 0.28 0.4656
O -0.458174 -2.920143 1.325508 -0.10 -1.15 0.95 -0.9457
```
Forces are in eV/Å.

HOMO (alpha / beta) ... -14.4 / -14.6 eV
2S+1 ... 2
Frontier orbital gap (alpha / beta) ... 10.6 / 7.2 eV
LUMO (alpha / beta) ... -0.1407 / -0.2708 Ha
Energy above the lowest of the compared OMol25 structures with the same formula, charge and spin ... 3.52 kcal per mole
Calculated total energy ... -15099.2961 eV
Charge ... +1
⟨S²⟩ ... 0.763

---

No. 3
C5H15NOS | the ωB97M-V functional and the def2-TZVPD basis

The geometry in XYZ format:
```
23
Properties=species:S:1:pos:R:3:forces:R:3:nbo_charge:R:1
C -0.492359 -0.308368 3.332969 0.44 6.09 -3.30 -0.4252
N 0.386061 -0.096967 2.027773 -1.67 -0.30 3.35 -0.6331
C 0.008710 -1.113194 1.045186 -2.49 0.91 -1.34 -0.0637
C 0.327565 -0.636701 -0.451091 -0.04 -0.73 1.18 -0.4320
C -0.984392 -0.132407 -1.137457 -0.23 -1.69 -0.78 -0.5190
S -0.786060 0.619294 -2.783415 0.51 -0.35 -1.25 -0.0769
C 0.548555 -2.388761 1.464032 1.53 -3.90 0.96 -0.6387
H -1.519702 -0.170029 2.941272 0.39 0.56 0.44 0.1892
H -0.151411 0.568815 3.996597 -0.95 -1.34 -0.81 0.1965
H -0.596482 -1.134135 3.886792 0.89 -3.84 1.71 0.1756
H 1.351450 -0.139629 2.454645 -1.05 -0.51 -1.60 0.3631
H -1.142998 -1.434758 1.040857 1.76 1.99 0.21 0.1886
H 0.637883 -1.671659 -0.823724 0.11 1.96 -0.69 0.2112
H 1.113665 0.235420 -0.450995 -1.26 -2.03 -0.19 0.2545
H -1.421566 0.701709 -0.589029 -0.01 -0.12 0.20 0.2258
H -1.802660 -0.932902 -1.303974 1.45 1.08 0.84 0.2208
H -0.460181 -0.421573 -3.687264 -0.38 0.84 1.50 0.1341
H -0.010410 -3.018835 2.213050 0.04 1.21 -0.46 0.2133
H 1.472155 -2.159030 1.934497 1.23 -0.24 0.60 0.1988
H 0.813593 -3.181289 0.752182 -0.27 0.51 -0.63 0.2156
H 1.206653 3.523925 -1.592277 2.02 -1.97 2.88 0.4673
H 0.832237 3.192972 -0.145783 1.59 -0.55 -0.49 0.4653
O 1.637981 3.035955 -0.726055 -3.62 2.44 -2.35 -0.9311
```
Forces are in eV/Å.

HOMO ... -8.8 eV
Frontier orbital gap ... 9.6 eV
SMILES ... CN[C@H](C)CCS.O
LUMO ... 0.0278 Ha
Energy above the lowest of the compared OMol25 structures with the same formula, charge and spin ... 73.08 kcal per mole
Calculated total energy ... -19798.1679 eV

---

No. 4
C5H15NP | the ωB97M-V functional and the def2-TZVPD basis

The geometry in XYZ format:
```
22
Properties=species:S:1:pos:R:3:forces:R:3:nbo_charge:R:1
C 2.031480 1.968174 0.669931 1.15 -3.25 -2.21 -0.6008
C -2.091936 -1.690184 -0.787616 2.35 -1.68 -0.13 -0.4466
C -1.517066 0.648780 -0.473004 -0.14 1.73 -0.25 -0.4850
C -1.548304 -0.796117 1.388294 0.48 0.73 0.80 0.1047
C 1.609954 0.509806 0.790145 -0.49 -1.75 1.91 -0.9284
N -1.692507 -0.657013 0.127475 -1.59 -0.21 0.41 -0.2329
P 2.283866 -0.666368 -0.261251 -0.53 1.09 0.83 0.8378
H 1.211012 2.589200 0.594381 -1.61 1.55 -0.12 0.2032
H 2.513949 1.818763 -0.317430 0.00 1.65 0.13 0.1914
H 2.758768 2.323784 1.338738 0.88 0.37 1.02 0.2203
H -1.334580 -1.812114 -1.582113 -0.17 -0.12 0.58 0.2371
H -2.345109 -2.596995 -0.299219 0.91 -1.15 0.99 0.2372
H -2.995377 -1.640877 -1.272127 -2.36 1.94 -1.20 0.2546
H -0.522517 0.972910 0.019769 -1.26 0.19 -1.26 0.2907
H -1.490508 0.494651 -1.580884 0.46 0.31 1.02 0.2371
H -2.435729 1.334906 -0.304919 1.63 -1.13 0.13 0.2555
H -1.429144 0.168634 1.953875 0.21 -1.29 -0.46 0.2394
H -1.515878 -1.767945 1.927512 -0.39 0.72 -0.75 0.2418
H 1.490732 0.040687 1.780876 0.04 0.46 -0.05 0.2089
H 2.028741 -0.063608 -1.444475 -0.32 -0.12 -1.63 -0.0347
H 1.648166 -1.934918 -0.149197 0.38 0.51 -0.14 0.0180
H 3.631121 -0.927668 -0.565655 0.39 -0.55 0.39 -0.0494
```
Forces are in eV/Å.

HOMO ... -10.9 eV
Frontier orbital gap ... 6.3 eV
LUMO ... -0.1676 Ha
Energy above the lowest of the compared OMol25 structures with the same formula, charge and spin ... 95.76 kcal per mole
Calculated total energy ... -16195.9588 eV
Charge ... +1

---

> Look up the calculated total energy of the first one.

-31130.3769 eV

---

Copy entry 1 word for word.
C5H15NO2PS | the ωB97M-V functional and the def2-TZVPD basis

The geometry in XYZ format:
```
25
Properties=species:S:1:pos:R:3:forces:R:3:nbo_charge:R:1
O 1.915549 -2.182899 0.726306 0.34 -0.19 0.09 -0.4984
C 1.291551 -1.568688 -0.070266 -0.56 0.16 0.03 0.6370
O 1.611545 -0.269260 -0.414413 0.02 -0.22 -0.24 -0.6299
C 1.129606 0.770428 0.521355 0.08 -0.02 0.18 -0.0559
C -0.189920 1.362024 0.052885 -0.01 0.04 0.05 -0.4394
C -1.381733 0.814708 0.836998 0.01 0.00 -0.01 -0.4047
C -2.717119 1.207588 0.222984 -0.08 0.06 -0.02 -0.6989
P -4.246109 0.467488 1.028178 0.17 0.15 0.04 0.4650
S -3.658796 -1.439767 1.733776 -0.05 -0.18 0.10 -0.3059
H 0.435281 -1.970059 -0.630903 0.04 0.07 -0.01 0.1469
H 1.031994 0.293054 1.498021 0.06 0.04 0.02 0.2046
H 1.933964 1.498135 0.589520 0.01 0.00 -0.16 0.2050
H -0.315197 1.137146 -1.008900 0.07 0.10 -0.03 0.2187
H -0.134327 2.448701 0.149070 -0.08 -0.01 -0.05 0.2263
H -1.307807 -0.275256 0.891177 -0.03 -0.02 0.02 0.2034
H -1.322573 1.180490 1.866412 -0.03 -0.12 0.04 0.2150
H -2.859376 2.285692 0.343783 0.03 0.01 -0.10 0.2309
H -2.713817 1.006192 -0.850116 -0.01 -0.09 0.02 0.2173
H -4.854108 0.027568 -0.162602 -0.10 0.01 0.00 -0.0217
H -3.619550 -2.143095 0.593566 0.06 0.06 -0.09 0.1351
N 4.022854 -0.981157 -1.603175 0.07 0.01 0.02 -0.8793
H 4.044549 -2.000548 -1.541256 0.01 0.01 0.02 0.4530
H 3.141404 -0.622079 -1.161401 -0.05 0.16 0.10 0.4751
H 4.828167 -0.603718 -1.101378 0.00 -0.01 -0.01 0.4521
H 4.067630 -0.695006 -2.581749 0.01 -0.01 0.00 0.4487
```
Forces are in eV/Å.

HOMO ... -11.2 eV
Frontier orbital gap ... 7.4 eV
LUMO ... -0.1408 Ha
Energy above the lowest of the compared OMol25 structures with the same formula, charge and spin ... 30.86 kcal per mole
Calculated total energy ... -31130.3769 eV
Charge ... +1

---

> Which of these has the highest energy above the lowest of the compared OMol25 structures with the same formula, charge and spin?

C5H15NP

---

> Which of these has the lowest energy above the lowest of the compared OMol25 structures with the same formula, charge and spin?

C5H15NO4